1.
The following is a DFT calculation (ωB97M-V/def2-TZVPD) of C33H45N3O4P3S2Se3TeTi as an isolated structure in a non-equilibrium geometry.

The geometry in ORCA input format:
```
! RIJCOSX wB97M-V def2-TZVPD def2/J DEFGRID3
* xyz -2 2
Ti -0.1144 -1.4341 -0.3248
C 3.5061 1.7742 5.6121
C 2.7285 2.8548 4.8805
O 1.4370 2.4084 4.5097
P 1.0656 1.6348 3.0349
S -1.1179 0.0256 1.1453
S 2.8562 1.1379 2.1728
O 0.6463 3.0116 2.1543
C -0.5906 3.5845 2.5430
C -0.6556 4.9988 2.0057
H 4.4950 2.1416 5.9092
H 3.6365 0.9194 4.9491
H 2.9622 1.4507 6.5039
H 3.2863 3.1831 3.9997
H 2.5874 3.7184 5.5410
H -0.6847 3.5898 3.6346
H -1.4178 2.9850 2.1400
H 0.1633 5.5958 2.4143
H -1.6044 5.4729 2.2765
H -0.5624 4.9913 0.9193
Se -1.9075 -3.4954 -1.7456
Se -2.1399 -5.6983 -2.4790
Te 0.4203 -3.0527 -5.1207
Se 0.1583 -2.6877 -2.6003
C -2.7751 -4.1290 1.3445
P -2.1181 -2.3801 1.2457
C -2.0334 -2.1494 3.0756
C -3.6708 -1.5616 0.6222
C -4.8866 -1.8539 1.2196
C -6.0721 -1.2630 0.7871
C -6.0477 -0.3854 -0.2797
C -4.8359 -0.1067 -0.9082
C -3.6478 -0.6687 -0.4674
P -2.0648 -0.1789 -1.3131
C -2.5560 -0.3943 -3.0799
C -2.0031 1.6589 -1.2194
H -3.4470 -4.2564 2.1977
H -1.9210 -4.7984 1.4804
H -3.2882 -4.4442 0.4381
H -2.9692 -1.7317 3.4533
H -1.2360 -1.4542 3.3327
H -1.8606 -3.1226 3.5377
H -4.9189 -2.5518 2.0489
H -7.0061 -1.4973 1.2843
H -6.9619 0.0791 -0.6307
H -4.8197 0.5717 -1.7549
H -2.9053 0.5455 -3.5091
H -3.3223 -1.1592 -3.1779
H -1.6900 -0.7379 -3.6483
H -2.6824 1.9958 -0.4385
H -2.2730 2.0958 -2.1791
H -0.9988 1.9665 -0.9313
N 2.8792 -5.3970 3.3944
C 2.2422 -4.5806 2.4758
C 1.6450 -5.1196 1.3336
C 0.9977 -4.2818 0.4512
N 0.9234 -2.9667 0.6606
C 1.4670 -2.4382 1.7691
C 2.1336 -3.2097 2.6957
H 3.2008 -6.2793 3.0313
H 3.5753 -4.9396 3.9607
H 1.6888 -6.1804 1.1222
H 0.5227 -4.6535 -0.4498
H 1.3826 -1.3609 1.9189
H 2.5638 -2.7321 3.5669
C -1.5688 4.0228 -4.9115
O -0.6070 3.0623 -4.5452
C 0.2188 3.3694 -3.4876
C 0.2634 4.6070 -2.8781
C 1.1402 4.8198 -1.8102
C 1.9574 3.7942 -1.3825
C 1.9258 2.5528 -2.0140
C 1.0504 2.3143 -3.0624
N 0.9487 1.1158 -3.7635
C 1.8353 0.0633 -3.8451
C 2.6724 -0.5009 -2.8429
C 3.8359 -1.1672 -3.2939
C 4.7531 -1.7187 -2.4257
C 4.5348 -1.6185 -1.0525
C 3.3564 -1.0518 -0.5883
C 2.3977 -0.5582 -1.4603
O 1.1578 -0.2393 -0.9710
H -1.0989 4.9275 -5.3101
H -2.1997 4.2954 -4.0606
H -2.1814 3.5653 -5.6847
H -0.3789 5.4084 -3.2169
H 1.1633 5.7842 -1.3192
H 2.6189 3.9269 -0.5365
H 2.5762 1.7704 -1.6561
H 0.2994 1.1591 -4.5310
H 1.9149 -0.3564 -4.8381
H 3.9915 -1.2291 -4.3649
H 5.6363 -2.2142 -2.8115
H 5.2585 -2.0039 -0.3443
H 3.1637 -0.9604 0.4723
*
```

gap between HOMO and LUMO (spin up / spin down)	5.15 / 5.33	eV
HOMO (spin up / spin down)	-1.250 / -1.435	eV
E	-323600.66861	eV


2.
The following is a DFT calculation (ωB97M-V/def2-TZVPD) of C33H46BaN7OS2 as an isolated structure in a non-equilibrium geometry.

The geometry in ORCA input format:
```
! RIJCOSX wB97M-V def2-TZVPD def2/J DEFGRID3
* xyz -1 1
Ba -0.3730 1.2929 -0.4296
C -4.5066 0.6990 2.1519
C -3.1715 0.5980 1.4800
N -2.9746 0.6926 0.2303
N -4.0721 0.9352 -0.5738
C -3.9409 1.2060 -1.9056
N -5.1639 1.3479 -2.4943
S -2.5383 1.3356 -2.7868
C -1.9583 0.3275 2.3718
C -2.0825 0.3570 3.7416
C -0.9694 0.0533 4.5213
C 0.2124 -0.2809 3.9079
C 0.2528 -0.2680 2.5209
N -0.8074 0.0317 1.7769
H -5.3628 0.5707 1.4991
H -4.5845 1.6800 2.6306
H -4.5956 -0.0728 2.9160
H -4.9894 0.9522 -0.1698
H -5.9428 1.6628 -1.9388
H -5.1186 1.7322 -3.4244
H -3.0152 0.6385 4.2125
H -1.0436 0.0849 5.6008
H 1.0998 -0.5355 4.4729
H 1.1526 -0.5267 1.9811
C -0.6365 -2.1016 -1.3799
C 0.7298 -1.7504 -1.6226
C 1.4483 -2.0845 -0.4385
C 0.4976 -2.6408 0.4812
C -0.7740 -2.6596 -0.0954
C -1.9900 -3.3828 0.4615
C -1.9686 -4.8505 0.0021
C -3.3000 -2.7673 -0.0392
C -1.9824 -3.3662 1.9934
C 2.9382 -1.9544 -0.0667
C 3.8514 -2.7470 -1.0171
C 3.4184 -0.4856 0.0043
C 3.1985 -2.5472 1.3253
C 1.1983 -1.4300 -3.0613
C 0.0068 -0.9988 -3.9230
C 2.2275 -0.2963 -3.1992
C 1.7646 -2.6996 -3.7189
H -1.4390 -2.0173 -2.1065
H 0.7319 -2.9990 1.4790
H -2.0325 -4.9049 -1.0887
H -2.8040 -5.4224 0.4298
H -1.0293 -5.3218 0.3023
H -3.3038 -2.6770 -1.1292
H -3.4494 -1.7679 0.3742
H -4.1539 -3.3905 0.2529
H -1.1331 -3.9296 2.3899
H -2.8991 -3.8200 2.3917
H -1.9075 -2.3442 2.3760
H 3.9113 -2.3155 -2.0138
H 3.4818 -3.7713 -1.1199
H 4.8726 -2.7834 -0.6178
H 3.0581 0.1249 -0.8172
H 4.5145 -0.4211 0.0192
H 3.0681 -0.0150 0.9285
H 2.9479 -3.6107 1.3619
H 2.6165 -2.0433 2.1017
H 4.2590 -2.4324 1.5751
H -0.5125 -0.1434 -3.4930
H -0.7265 -1.7993 -4.0429
H 0.3602 -0.7135 -4.9194
H 1.8539 0.6474 -2.7873
H 2.4459 -0.1259 -4.2605
H 3.1729 -0.5089 -2.7091
H 1.0216 -3.4998 -3.6575
H 2.6704 -3.0504 -3.2227
H 2.0005 -2.5233 -4.7772
N -1.1358 5.9031 2.1824
C -0.6749 4.5999 1.9225
S -1.8208 3.5144 1.1252
N 0.5352 4.3809 2.3079
N 1.0139 3.0622 2.3032
C 1.9978 2.8725 1.5089
C 2.4857 3.8230 0.4585
C 3.2709 4.9350 0.7394
C 3.6630 5.8031 -0.2727
C 3.2468 5.5424 -1.5796
C 2.4635 4.4347 -1.8726
C 2.0787 3.5557 -0.8539
O 1.3080 2.4890 -1.0744
H -1.7915 6.2173 1.4846
H -0.3663 6.5402 2.3263
H 2.5017 1.9140 1.6219
H 3.5544 5.1300 1.7675
H 4.2696 6.6705 -0.0469
H 3.5347 6.2128 -2.3816
H 2.1345 4.2269 -2.8847
*
```

gap between HOMO and LUMO	5.43	eV
HOMO	-3.620	eV
E	-69812.72549	eV


3.
The following is a DFT calculation (ωB97M-V/def2-TZVPD) of C33H46BrN3O5SSbSr as an isolated structure.

The geometry in ORCA input format:
```
! RIJCOSX wB97M-V def2-TZVPD def2/J DEFGRID3
* xyz -1 1
Sr 0.1371 0.1022 1.0753
C -0.7768 4.0067 -5.5903
C -0.9047 2.7880 -4.7212
C -1.2005 1.5326 -5.2475
C -1.3036 0.4381 -4.4111
C -1.0938 0.6471 -3.0535
Br -1.2205 -0.8062 -1.8422
N -0.8087 1.8160 -2.5253
C -0.7268 2.8630 -3.3476
H -1.6482 4.1226 -6.2365
H 0.1037 3.9408 -6.2322
H -0.6822 4.9074 -4.9848
H -1.3541 1.4126 -6.3141
H -1.5353 -0.5481 -4.7861
H -0.5056 3.8152 -2.8766
C -0.0619 1.9416 9.1597
C 0.2734 1.2550 7.8628
C -0.3360 1.6419 6.6709
C -0.0511 0.9951 5.4807
C 0.8639 -0.0489 5.4715
C 1.4845 -0.4473 6.6431
C 1.1844 0.2043 7.8317
S 1.2400 -0.8506 3.9287
O 1.8424 0.2472 3.1213
O 2.1602 -1.9302 4.2382
N -0.0702 -1.2293 3.2232
C -0.5554 -2.5985 3.1244
C -0.8972 -3.0023 1.6658
O -1.1324 -4.1903 1.4625
O -0.9066 -2.0611 0.7929
H -0.5057 2.9211 8.9830
H 0.8278 2.0762 9.7763
H -0.7768 1.3526 9.7390
H -1.0424 2.4642 6.6735
H -0.5325 1.3000 4.5587
H 2.1954 -1.2619 6.6122
H 1.6705 -0.1076 8.7497
H -1.4716 -2.7301 3.7095
H 0.1714 -3.3216 3.5019
C 1.2884 4.5903 -1.0265
C 2.3460 3.7947 -1.7890
C 3.6064 4.6323 -1.9800
Sb 2.5474 1.8501 -0.8368
C 4.2480 2.1027 0.4859
C 5.6146 2.2887 -0.1593
C 3.9299 3.1939 1.5057
C 3.4861 0.7162 -2.4375
C 2.4129 -0.0951 -3.1580
C 4.3075 1.5238 -3.4342
H 1.0312 5.5117 -1.5624
H 1.6566 4.8858 -0.0408
H 0.3755 4.0186 -0.8551
H 1.9492 3.5281 -2.7762
H 4.0420 4.9102 -1.0189
H 3.3576 5.5661 -2.4974
H 4.3726 4.1235 -2.5626
H 4.2456 1.1405 1.0069
H 5.6809 3.2239 -0.7178
H 5.8558 1.4709 -0.8407
H 6.3930 2.3132 0.6114
H 3.8618 4.1781 1.0357
H 4.7136 3.2486 2.2680
H 2.9840 3.0042 2.0158
H 4.1452 0.0256 -1.9015
H 1.7022 0.5615 -3.6702
H 1.8432 -0.7233 -2.4712
H 2.8622 -0.7444 -3.9174
H 3.6926 2.2713 -3.9423
H 4.7189 0.8653 -4.2078
H 5.1416 2.0428 -2.9625
N -1.2958 7.9773 1.9729
C -1.2055 6.8327 1.8803
C -1.0888 5.4067 1.7619
C -1.9383 4.6987 0.9096
C -1.7986 3.3235 0.7937
C -0.8371 2.5676 1.4928
C -0.0215 3.3353 2.3483
C -0.1251 4.7132 2.4934
H -2.6917 5.2372 0.3446
H -2.4724 2.8185 0.1040
H 0.7424 2.8395 2.9478
H 0.5331 5.2586 3.1612
C 3.8687 -3.1045 1.2242
C 2.5315 -2.5161 0.8320
O 2.5891 -1.0811 0.7752
H 3.8121 -4.1948 1.2194
H 4.1353 -2.7853 2.2332
H 4.6506 -2.7899 0.5307
H 1.7581 -2.8319 1.5342
H 2.2230 -2.8385 -0.1626
H 2.7041 -0.7446 1.6854
*
```

gap between HOMO and LUMO	7.20	eV
HOMO	-5.162	eV
E	-137930.01683	eV


4.
The following is a DFT calculation (ωB97M-V/def2-TZVPD) of C33H46CdNP3 as an isolated structure in a non-equilibrium geometry.

The geometry in ORCA input format:
```
! RIJCOSX wB97M-V def2-TZVPD def2/J DEFGRID3
* xyz 0 1
P 1.4954 -2.5885 -1.1432
P 1.5949 1.9555 -0.8462
C 1.1476 -0.8498 -1.7628
C 2.1521 0.3337 -1.5576
H 0.1594 -0.5651 -1.4026
H 1.0156 -1.0276 -2.8369
H 2.9723 -0.0215 -0.8979
H 2.6733 0.5712 -2.5099
C 0.2537 2.9362 -1.6284
H 0.1337 3.8841 -1.0734
H -0.6938 2.3975 -1.5104
H 0.3975 3.1903 -2.6923
C 3.0020 3.0268 -1.2767
H 2.7801 3.6999 -2.1130
H 3.8887 2.4306 -1.5175
H 3.2246 3.6272 -0.3864
C 0.3258 -3.8529 -1.7895
H 0.3298 -4.6800 -1.0614
H 0.6233 -4.2903 -2.7517
H -0.6979 -3.4597 -1.8511
C 3.0987 -3.1062 -1.7607
H 3.7642 -2.2455 -1.9021
H 3.0181 -3.6247 -2.7298
H 3.5717 -3.8194 -1.0638
Cd -2.2206 -0.5675 -2.9275
C -0.8187 0.9160 -4.2791
C -2.2207 0.9696 -4.4027
C -2.9653 0.1461 -5.4753
C -2.3347 -1.2637 -5.7130
C -1.6527 -1.9135 -4.4555
C -0.2512 -2.0061 -4.4322
C 0.6470 -1.0553 -5.1463
C 0.1246 0.4087 -5.3180
C 1.0791 -2.6483 0.5884
H -0.3355 1.6347 -3.6126
H -2.7282 1.8800 -4.0514
H -3.0450 0.6573 -6.4417
H -4.0156 0.0209 -5.1476
H -3.1384 -1.9748 -5.9878
H -1.5851 -1.2462 -6.5232
H -2.1568 -2.8245 -4.0748
H 0.2396 -2.9590 -4.1678
H 0.8481 -1.4416 -6.1588
H 1.6566 -1.0344 -4.6856
H 1.0301 1.0364 -5.2593
H -0.2280 0.5413 -6.3563
H 0.4059 -1.8095 0.8561
H 2.0264 -2.6438 1.1476
H 0.5270 -3.5958 0.7256
N -0.8597 0.2345 0.9224
P -0.8201 0.4444 2.4854
C 0.6917 1.3016 3.1501
C 1.6226 1.7578 2.2168
C 2.8001 2.3668 2.6440
C 3.0201 2.5619 4.0127
C 2.0840 2.1190 4.9540
C 0.9208 1.4809 4.5178
C -2.0645 1.4691 3.3824
C -2.2580 1.3479 4.7673
C -3.0131 2.2926 5.4692
C -3.6248 3.3399 4.7776
C -3.4851 3.4465 3.3863
C -2.7156 2.5045 2.6927
C -0.7227 -1.0422 3.5567
C 0.5164 -1.5595 3.9631
C 0.5861 -2.4537 5.0331
C -0.5873 -2.9539 5.6007
C -1.8266 -2.5995 5.0563
C -1.8924 -1.6602 4.0249
H 1.3978 1.6370 1.1289
H 3.5354 2.6980 1.9032
H 3.9354 3.0556 4.3378
H 2.2625 2.2631 6.0202
H 0.2125 1.1256 5.2621
H -1.8018 0.5261 5.3223
H -3.1145 2.2052 6.5537
H -4.2127 4.0848 5.3162
H -3.9716 4.2648 2.8462
H -2.5887 2.5583 1.6130
H 1.4181 -1.1935 3.4768
H 1.5664 -2.7358 5.4295
H -0.5268 -3.6278 6.4561
H -2.7411 -3.0402 5.4658
H -2.8619 -1.3687 3.6188
*
```

gap between HOMO and LUMO (spin up / spin down)	5.51 / 5.48	eV
HOMO (spin up / spin down)	-5.584 / -5.607	eV
E	-68878.49057	eV


5.
The following is a DFT calculation (ωB97M-V/def2-TZVPD) of C33H46I2N9O3PTl as an isolated structure in a non-equilibrium geometry.

The geometry in ORCA input format:
```
! RIJCOSX wB97M-V def2-TZVPD def2/J DEFGRID3
* xyz -1 1
Tl 0.4629 1.5584 1.2524
O -3.8845 1.9590 2.8704
C -2.8814 1.8052 2.1627
N -1.6239 2.0785 2.4449
C -1.2118 2.6125 3.6535
C -1.8242 2.3144 4.8669
C -1.3806 2.8973 6.0367
C -0.2934 3.7555 6.0169
C 0.3361 4.0569 4.8267
C -0.1034 3.4970 3.6283
N 0.5857 3.6701 2.4483
C 1.2070 4.7807 2.0961
O 1.0295 5.9417 2.4800
C 2.3245 4.5269 1.1137
C 2.9520 5.6178 0.5109
C 4.1039 5.4095 -0.2179
C 4.6384 4.1281 -0.2607
C 3.9463 3.1074 0.3715
N 2.8019 3.2863 1.0091
C -3.1142 1.3205 0.7571
C -4.2649 0.5611 0.5392
C -4.6272 0.2422 -0.7500
C -3.8407 0.7191 -1.7891
C -2.6999 1.4352 -1.4709
N -2.3269 1.7232 -0.2343
H -2.6719 1.6484 4.8688
H -1.8949 2.6927 6.9649
H 0.0699 4.1917 6.9363
H 1.1697 4.7420 4.7983
H 2.5215 6.5967 0.6562
H 4.6010 6.2320 -0.7134
H 5.5621 3.9223 -0.7808
H 4.3500 2.0998 0.3949
H -4.8483 0.2645 1.3958
H -5.5133 -0.3454 -0.9501
H -4.1089 0.5429 -2.8219
H -2.0725 1.8270 -2.2666
N 2.2454 0.2518 -0.5274
C 2.4378 0.4330 -1.9505
C 2.3310 1.9015 -2.3726
C 0.8962 2.4401 -2.3754
N 0.4478 2.8565 -1.0574
H 3.0969 0.4424 -0.0114
H 1.9401 -0.6956 -0.3301
H 1.6681 -0.1490 -2.4581
H 3.4144 0.0468 -2.2931
H 2.7484 1.9957 -3.3780
H 2.9388 2.5149 -1.7068
H 0.2259 1.6520 -2.7255
H 0.8389 3.2679 -3.1018
H -0.5649 2.9038 -0.9953
H 0.8232 3.7614 -0.7939
O -0.9795 -0.8724 -0.2797
P -0.6059 -2.2164 -0.7153
N -1.7719 -3.3469 -0.2764
C -3.1816 -2.9739 -0.3545
C -3.9257 -4.2955 -0.5235
C -3.0041 -5.2854 0.1859
C -1.6175 -4.7889 -0.2183
N -0.3203 -2.2813 -2.3833
C -0.8312 -1.1975 -3.2030
C -0.1407 -1.4676 -4.5352
C -0.2423 -2.9948 -4.6484
C -0.4204 -3.4840 -3.1926
N 0.8325 -2.7343 -0.0686
C 1.8732 -3.5774 -0.6068
C 3.0243 -3.3270 0.3682
C 2.3223 -3.2031 1.7245
C 0.9055 -2.7255 1.3884
H -3.3530 -2.2726 -1.1743
H -3.4755 -2.4711 0.5720
H -4.0137 -4.5558 -1.5801
H -4.9234 -4.2547 -0.0931
H -3.1744 -6.3166 -0.1178
H -3.1361 -5.2080 1.2648
H -1.3434 -5.2175 -1.1927
H -0.8445 -5.0704 0.5011
H -0.5808 -0.2492 -2.7363
H -1.9248 -1.2420 -3.3234
H 0.9049 -1.1649 -4.4718
H -0.6091 -0.9488 -5.3689
H 0.6437 -3.4241 -5.1119
H -1.1076 -3.2833 -5.2471
H 0.3434 -4.2077 -2.8919
H -1.4057 -3.9626 -3.0911
H 2.1075 -3.2785 -1.6302
H 1.5924 -4.6419 -0.6018
H 3.5269 -2.3925 0.1177
H 3.7608 -4.1274 0.3525
H 2.8332 -2.4992 2.3774
H 2.2878 -4.1681 2.2274
H 0.7076 -1.7105 1.7356
H 0.1452 -3.3738 1.8376
I 2.1100 0.4647 3.0883
I 4.0488 -0.6944 5.1291
*
```

gap between HOMO and LUMO	5.44	eV
HOMO	-3.796	eV
E	-84710.60010	eV


Repeat the third record exactly.
The following is a DFT calculation (ωB97M-V/def2-TZVPD) of C33H46BrN3O5SSbSr as an isolated structure.

The geometry in ORCA input format:
```
! RIJCOSX wB97M-V def2-TZVPD def2/J DEFGRID3
* xyz -1 1
Sr 0.1371 0.1022 1.0753
C -0.7768 4.0067 -5.5903
C -0.9047 2.7880 -4.7212
C -1.2005 1.5326 -5.2475
C -1.3036 0.4381 -4.4111
C -1.0938 0.6471 -3.0535
Br -1.2205 -0.8062 -1.8422
N -0.8087 1.8160 -2.5253
C -0.7268 2.8630 -3.3476
H -1.6482 4.1226 -6.2365
H 0.1037 3.9408 -6.2322
H -0.6822 4.9074 -4.9848
H -1.3541 1.4126 -6.3141
H -1.5353 -0.5481 -4.7861
H -0.5056 3.8152 -2.8766
C -0.0619 1.9416 9.1597
C 0.2734 1.2550 7.8628
C -0.3360 1.6419 6.6709
C -0.0511 0.9951 5.4807
C 0.8639 -0.0489 5.4715
C 1.4845 -0.4473 6.6431
C 1.1844 0.2043 7.8317
S 1.2400 -0.8506 3.9287
O 1.8424 0.2472 3.1213
O 2.1602 -1.9302 4.2382
N -0.0702 -1.2293 3.2232
C -0.5554 -2.5985 3.1244
C -0.8972 -3.0023 1.6658
O -1.1324 -4.1903 1.4625
O -0.9066 -2.0611 0.7929
H -0.5057 2.9211 8.9830
H 0.8278 2.0762 9.7763
H -0.7768 1.3526 9.7390
H -1.0424 2.4642 6.6735
H -0.5325 1.3000 4.5587
H 2.1954 -1.2619 6.6122
H 1.6705 -0.1076 8.7497
H -1.4716 -2.7301 3.7095
H 0.1714 -3.3216 3.5019
C 1.2884 4.5903 -1.0265
C 2.3460 3.7947 -1.7890
C 3.6064 4.6323 -1.9800
Sb 2.5474 1.8501 -0.8368
C 4.2480 2.1027 0.4859
C 5.6146 2.2887 -0.1593
C 3.9299 3.1939 1.5057
C 3.4861 0.7162 -2.4375
C 2.4129 -0.0951 -3.1580
C 4.3075 1.5238 -3.4342
H 1.0312 5.5117 -1.5624
H 1.6566 4.8858 -0.0408
H 0.3755 4.0186 -0.8551
H 1.9492 3.5281 -2.7762
H 4.0420 4.9102 -1.0189
H 3.3576 5.5661 -2.4974
H 4.3726 4.1235 -2.5626
H 4.2456 1.1405 1.0069
H 5.6809 3.2239 -0.7178
H 5.8558 1.4709 -0.8407
H 6.3930 2.3132 0.6114
H 3.8618 4.1781 1.0357
H 4.7136 3.2486 2.2680
H 2.9840 3.0042 2.0158
H 4.1452 0.0256 -1.9015
H 1.7022 0.5615 -3.6702
H 1.8432 -0.7233 -2.4712
H 2.8622 -0.7444 -3.9174
H 3.6926 2.2713 -3.9423
H 4.7189 0.8653 -4.2078
H 5.1416 2.0428 -2.9625
N -1.2958 7.9773 1.9729
C -1.2055 6.8327 1.8803
C -1.0888 5.4067 1.7619
C -1.9383 4.6987 0.9096
C -1.7986 3.3235 0.7937
C -0.8371 2.5676 1.4928
C -0.0215 3.3353 2.3483
C -0.1251 4.7132 2.4934
H -2.6917 5.2372 0.3446
H -2.4724 2.8185 0.1040
H 0.7424 2.8395 2.9478
H 0.5331 5.2586 3.1612
C 3.8687 -3.1045 1.2242
C 2.5315 -2.5161 0.8320
O 2.5891 -1.0811 0.7752
H 3.8121 -4.1948 1.2194
H 4.1353 -2.7853 2.2332
H 4.6506 -2.7899 0.5307
H 1.7581 -2.8319 1.5342
H 2.2230 -2.8385 -0.1626
H 2.7041 -0.7446 1.6854
*
```

gap between HOMO and LUMO	7.20	eV
HOMO	-5.162	eV
E	-137930.01683	eV


Q: Look up the E of the second one.
A: -69812.72549 eV


Q: Among the records above, which one has the highest E?
A: C33H46CdNP3